No. 1
# C61H164N18O25

A cluster of 17 separate species, C61H164N18O25 in total (ωB97M-V with the def2-TZVPD basis set, the OMol25 dataset).

**LUMO energy (alpha / beta)**: -2.4 / -7.7 eV
**DFT total energy**: -5288.3410 a.u.
**Spin multiplicity**: 2
**Gap between HOMO and LUMO (alpha / beta)**: 7.217 / 1.968 eV
**HOMO (alpha / beta)**: -9.64 / -9.64 eV
**Charge**: +1
**Expectation value of S²**: 0.75

Each line ends with the Löwdin spin population.
CARTESIAN COORDINATES (ANGSTROEM)
O1 5.189 -1.933 4.353  0.001
O2 5.626 1.747 -2.754  0.000
O3 -1.900 0.194 -0.400  0.000
O4 14.777 -1.533 0.104  0.000
O5 -7.632 -2.215 -1.594  0.000
O6 -3.823 -0.235 -4.814  0.000
O7 -4.803 1.071 6.711  0.000
O8 -10.580 -5.826 2.295  0.000
O9 1.053 -0.461 -4.877  0.000
O10 0.574 6.928 -0.750  0.000
O11 3.691 -0.231 0.085  0.000
O12 -3.162 -2.458 2.378  0.000
O13 -0.047 10.199 -4.388  0.000
O14 9.095 -1.224 0.068  0.000
O15 -5.072 2.323 -2.622  0.000
O16 -8.981 0.879 -0.658  0.000
O17 1.365 -5.654 -6.465  0.000
O18 5.035 -4.929 0.893  0.035
O19 -3.197 5.191 7.679  0.000
O20 3.410 3.817 -3.918  0.000
O21 -1.922 -5.648 -1.182  0.000
O22 -1.468 6.057 2.285  0.000
O23 7.573 -9.053 2.271  0.008
O24 -5.699 1.831 2.656  0.000
O25 1.522 -1.254 2.432  0.000
N1 -0.097 -2.481 1.665  0.000
N2 -9.142 -4.664 -0.989  0.000
N3 -7.708 2.460 -1.497  0.000
N4 -5.213 -1.572 -5.872  0.000
N5 7.422 -6.172 1.070  0.657
N6 -3.597 2.451 -4.319  0.000
N7 0.442 -3.586 -4.406  0.000
N8 1.311 -1.756 0.211  0.000
N9 6.181 -0.114 3.573  0.000
N10 -7.015 0.356 4.786  0.000
N11 -2.380 4.542 5.105  0.000
N12 4.257 -0.657 2.804  0.000
N13 -4.005 4.147 -3.213  0.000
N14 0.857 1.319 -0.242  0.000
N15 -1.503 8.134 -2.748  0.000
N16 11.799 -1.536 1.051  0.000
N17 -5.979 0.336 -4.986  0.000
N18 -6.907 0.461 -1.296  0.000
C1 -9.033 -2.276 -1.914  0.000
C2 -9.658 -3.724 -2.036  0.000
C3 -1.541 1.585 -0.440  0.000
C4 -4.949 -0.484 -5.178  0.000
C5 -2.162 3.580 6.157  0.000
C6 -1.697 8.424 -4.137  0.000
C7 -6.746 -2.538 -2.659  0.000
C8 3.398 1.169 0.123  0.000
C9 4.088 -4.072 1.423  0.003
C10 -4.304 -0.063 7.510  0.000
C11 6.825 2.358 -2.448  0.000
C12 -0.927 6.788 -2.589  0.000
C13 12.922 -2.334 1.575  0.000
C14 2.486 3.904 -2.867  0.000
C15 -3.092 3.838 7.416  0.000
C16 -9.884 -5.772 1.098  0.000
C17 7.084 3.487 -3.514  0.000
C18 15.831 -1.828 -0.761  0.000
C19 -10.080 -6.826 3.218  0.000
C20 -0.262 1.953 0.372  0.000
C21 8.592 -7.088 0.990  0.070
C22 -0.322 -4.697 -5.008  0.000
C23 2.166 -6.796 -6.906  0.000
C24 8.029 -10.241 1.615  0.002
C25 -4.285 2.924 -3.335  0.000
C26 10.622 -1.816 1.908  0.000
C27 1.501 0.798 -4.510  0.000
C28 -3.501 -0.585 3.888  0.000
C29 -7.094 1.645 2.771  0.000
C30 0.951 6.776 0.615  0.000
C31 -1.710 4.034 3.909  0.000
C32 0.493 -5.916 -5.377  0.000
C33 0.259 -1.162 -3.906  0.000
C34 -2.735 -4.454 -1.240  0.000
C35 8.569 -7.987 2.285  0.011
C36 -1.999 4.806 2.607  0.000
C37 14.037 -2.696 0.525  0.000
C38 2.021 1.564 0.585  0.000
C39 5.194 -0.935 3.646  0.000
C40 6.132 -4.305 0.215  0.015
C41 -7.102 0.441 6.311  0.000
C42 1.026 10.811 -5.195  0.000
C43 -9.897 -4.509 0.265  0.000
C44 0.932 -1.739 1.453  0.000
C45 -7.451 1.611 4.283  0.000
C46 -2.841 -0.242 -1.293  0.000
C47 9.502 -0.893 1.457  0.000
C48 -7.939 1.233 -1.143  0.000
C49 -1.556 7.054 3.262  0.000
C50 -3.046 -1.090 2.485  0.000
C51 -4.234 -4.815 -1.412  0.000
C52 4.413 -0.657 -0.981  0.000
C53 -5.269 1.880 1.315  0.000
C54 7.253 -5.293 -0.063  0.083
C55 -0.455 8.966 -4.884  0.000
C56 -0.460 -2.427 -4.549  0.000
C57 7.891 -0.514 -0.237  0.000
C58 -0.714 6.539 -1.106  0.000
C59 -6.100 1.532 6.908  0.000
C60 3.004 4.620 -1.696  0.000
C61 -4.065 5.557 8.760  0.000
H1 1.220 -3.461 -5.036  0.000
H2 -0.505 -0.471 -3.547  0.000
H3 14.754 -3.426 0.899  0.000
H4 1.175 11.849 -4.897  0.000
H5 -10.206 -6.643 0.527  0.000
H6 -0.517 -2.445 2.583  0.000
H7 -9.234 -1.715 -2.826  0.000
H8 -0.609 -2.853 0.878  0.000
H9 7.782 -0.720 -1.302  0.000
H10 -5.652 2.747 0.777  0.000
H11 -3.910 6.597 9.044  0.000
H12 -4.044 3.314 7.324  0.000
H13 7.746 -11.196 2.059  0.001
H14 -9.419 -4.078 -3.038  0.000
H15 3.211 5.681 -1.835  0.000
H16 0.744 10.872 -6.246  0.000
H17 15.444 -2.267 -1.681  0.000
H18 9.105 -10.382 1.509  0.000
H19 -2.524 9.130 -4.216  0.000
H20 -7.506 2.609 2.470  0.000
H21 -1.477 6.984 -0.467  0.000
H22 -5.105 5.561 8.435  0.000
H23 0.641 0.348 -0.066  0.000
H24 -10.951 -4.310 0.069  0.000
H25 9.544 -6.579 0.843  0.004
H26 -1.546 4.191 1.830  0.000
H27 2.860 -7.088 -6.117  0.000
H28 -6.830 2.512 -1.993  0.000
H29 -7.165 -0.509 -1.185  0.000
H30 -0.876 6.819 4.082  0.000
H31 5.866 0.794 3.259  0.000
H32 0.338 8.231 -4.748  0.000
H33 6.545 -3.514 0.842  0.005
H34 -4.735 -0.118 8.510  0.000
H35 -4.413 -5.273 -2.385  0.000
H36 2.191 1.188 -5.259  0.000
H37 -3.866 4.986 9.667  0.000
H38 8.607 -7.668 0.068  0.036
H39 -4.598 -5.445 -0.600  0.000
H40 -1.022 -5.408 -1.414  0.000
H41 -2.161 7.552 -4.599  0.000
H42 7.074 3.100 -4.533  0.000
H43 0.498 7.584 1.189  0.000
H44 -4.557 -0.772 4.078  0.000
H45 16.647 -2.403 -0.323  0.000
H46 -4.079 -2.703 2.235  0.000
H47 3.446 -3.608 0.674  0.002
H48 -9.383 -1.796 -1.000  0.000
H49 -2.361 2.564 5.818  0.000
H50 -5.302 0.890 0.860  0.000
H51 -3.036 -1.130 4.710  0.000
H52 -2.554 7.401 3.531  0.000
H53 -1.064 7.927 2.833  0.000
H54 4.670 -3.321 1.958  0.001
H55 -6.840 -0.565 6.638  0.000
H56 7.044 -0.137 4.097  0.000
H57 2.105 -1.156 0.039  0.000
H58 8.109 -4.649 -0.266  0.003
H59 -6.283 1.727 7.964  0.000
H60 4.608 -1.725 -1.078  0.000
H61 -6.184 2.570 6.586  0.000
H62 -1.433 2.013 -1.436  0.000
H63 -9.586 -3.663 0.877  0.000
H64 6.976 -5.941 -0.894  0.046
H65 3.841 -0.458 -1.887  0.000
H66 0.854 -1.434 -3.035  0.000
H67 -1.100 3.591 6.400  0.000
H68 -0.822 8.831 -2.483  0.000
H69 8.055 3.891 -3.229  0.000
H70 9.559 -8.430 2.396  0.001
H71 -2.047 -0.741 2.223  0.000
H72 1.507 -7.645 -7.084  0.000
H73 0.747 1.570 -4.362  0.000
H74 1.801 1.229 1.599  0.000
H75 -10.075 -7.830 2.794  0.000
H76 -1.566 5.995 -2.977  0.000
H77 -0.822 -4.375 -5.921  0.000
H78 10.291 -2.854 1.890  0.000
H79 -3.722 1.459 -4.462  0.000
H80 -0.684 3.688 4.037  0.000
H81 -4.226 2.190 1.373  0.000
H82 13.336 -1.785 2.421  0.000
H83 -0.640 -2.160 -5.591  0.000
H84 -3.635 -0.545 1.747  0.000
H85 3.543 1.543 -0.890  0.000
H86 -8.151 0.620 6.548  0.000
H87 -0.381 1.563 1.383  0.000
H88 -0.643 9.084 -5.951  0.000
H89 11.595 -1.950 0.152  0.000
H90 -3.235 -1.257 -1.231  0.000
H91 -6.070 0.795 -1.751  0.000
H92 -1.343 -2.646 -3.949  0.000
H93 6.550 -6.678 1.022  0.015
H94 3.849 4.122 -1.220  0.000
H95 -8.196 -4.352 -0.821  0.000
H96 -7.549 0.920 2.096  0.000
H97 3.554 -1.383 2.816  0.000
H98 -6.147 -1.687 -6.238  0.000
H99 1.992 2.636 0.780  0.000
H100 8.754 -0.962 2.246  0.000
H101 -2.655 3.373 8.299  0.000
H102 16.157 -0.817 -1.003  0.000
H103 1.980 0.686 -3.538  0.000
H104 1.974 10.277 -5.144  0.000
H105 5.711 -3.939 -0.721  0.000
H106 1.579 4.435 -3.158  0.000
H107 -4.729 -0.979 7.102  0.000
H108 -3.437 4.594 -3.919  0.000
H109 0.821 -2.314 -0.474  0.000
H110 -6.047 0.392 4.500  0.000
H111 -6.989 2.479 4.755  0.000
H112 -4.863 -3.946 -1.219  0.000
H113 2.794 -6.527 -7.756  0.000
H114 -0.080 3.024 0.458  0.000
H115 -2.112 3.039 3.718  0.000
H116 12.683 -3.303 2.012  0.000
H117 8.360 -7.397 3.177  0.000
H118 -3.058 3.097 -4.879  0.000
H119 10.743 -1.682 2.983  0.000
H120 7.912 0.575 -0.267  0.000
H121 -2.588 -3.845 -0.348  0.000
H122 -2.387 2.147 -0.043  0.000
H123 3.456 -4.631 2.113  0.000
H124 -8.525 1.783 4.218  0.000
H125 2.014 6.968 0.765  0.000
H126 -5.876 1.109 -4.345  0.000
H127 -10.620 -6.930 4.160  0.000
H128 -1.103 -5.049 -4.334  0.000
H129 -6.836 0.180 -5.497  0.000
H130 -8.835 -6.055 1.178  0.000
H131 2.321 4.729 -0.854  0.000
H132 -4.373 -2.126 -5.959  0.000
H133 0.708 5.844 1.125  0.000
H134 2.179 2.885 -2.632  0.000
H135 -2.571 0.026 -2.314  0.000
H136 7.642 1.640 -2.387  0.000
H137 -5.733 -2.194 -2.451  0.000
H138 13.500 -3.075 -0.345  0.000
H139 9.957 0.097 1.420  0.000
H140 -3.268 0.464 4.074  0.000
H141 -9.084 -6.663 3.631  0.000
H142 6.722 2.806 -1.460  0.000
H143 7.004 -0.963 0.211  0.000
H144 6.227 4.092 -3.217  0.000
H145 -2.034 5.469 5.308  0.000
H146 -0.120 -6.815 -5.443  0.000
H147 -2.446 -4.021 -2.198  0.000
H148 5.770 1.041 -3.389  0.000
H149 -3.217 -0.033 7.593  0.000
H150 4.066 3.169 -3.652  0.000
H151 -10.739 -3.610 -2.120  0.000
H152 4.263 -0.084 1.972  0.000
H153 -6.898 -1.971 -3.578  0.000
H154 -3.719 0.349 -1.031  0.000
H155 4.247 1.622 0.636  0.000
H156 -8.426 3.170 -1.497  0.000
H157 7.608 -10.146 0.614  0.001
H158 -4.442 4.668 -2.467  0.000
H159 -3.074 4.872 2.437  0.000
H160 -6.737 -3.608 -2.868  0.000
H161 1.039 -5.989 -4.436  0.000
H162 5.377 -0.153 -1.046  0.000
H163 -0.013 6.782 -3.182  0.000
H164 -0.828 5.467 -0.952  0.000

***

No. 2
# C61H45CoFN4O7

A structure of composition C61H45CoFN4O7 (ωB97M-V with the def2-TZVPD basis set, the OMol25 dataset).

**LUMO energy (alpha / beta)**: 1.9 / 0.9 eV
**DFT total energy**: -4579.8158 a.u.
**Spin multiplicity**: 5
**Gap between HOMO and LUMO (alpha / beta)**: 5.337 / 5.566 eV
**HOMO (alpha / beta)**: -3.46 / -4.65 eV
**Charge**: -1
**Expectation value of S²**: 6.35

Each line ends with the natural charge from an NBO analysis.
CARTESIAN COORDINATES (ANGSTROEM)
Co1 -0.066 -1.349 0.603  1.425
F1 -0.379 -6.316 4.460  -0.361
O1 1.281 2.412 -0.301  -0.694
O2 8.947 -2.769 1.215  -0.496
O3 -1.990 0.426 -1.867  -0.660
O4 -6.467 3.032 -0.793  -0.495
O5 -1.381 5.824 2.237  -0.500
O6 -0.361 0.468 -0.293  -0.858
O7 -1.126 0.609 -7.170  -0.498
N1 -2.407 -0.517 2.709  -0.468
N2 -1.507 -2.163 -0.491  -0.526
N3 1.376 -0.760 1.846  -0.595
N4 1.414 -2.112 -0.575  -0.602
C1 -1.838 -2.966 3.772  -0.245
C2 -6.518 4.144 0.073  -0.251
C3 -1.496 -4.301 4.336  -0.284
C4 -0.548 1.807 3.023  -0.032
C5 6.771 -3.477 0.720  -0.257
C6 0.206 0.258 -5.169  -0.314
C7 -0.595 -5.130 3.819  0.435
C8 -5.605 0.899 -1.240  -0.272
C9 0.491 2.701 2.745  -0.108
C10 -0.203 -1.760 -3.852  -0.018
C11 -0.578 -2.663 2.011  -0.134
C12 -2.857 -2.277 -0.268  0.074
C13 -3.486 -1.463 0.785  0.002
C14 9.828 -1.739 1.604  -0.251
C15 0.215 -3.904 1.827  -0.172
C16 7.085 -1.217 1.457  -0.322
C17 -0.738 -0.142 -6.103  0.307
C18 0.742 4.309 -1.588  -0.294
C19 -1.565 3.081 -2.495  -0.089
C20 2.765 -2.141 -0.377  0.088
C21 -2.088 3.669 2.826  -0.259
C22 7.620 -2.459 1.145  0.300
C23 1.189 -2.293 -1.896  0.116
C24 -3.453 -2.979 -1.320  -0.259
C25 -4.791 0.582 1.375  -0.160
C26 -4.404 -0.388 0.437  -0.026
C27 -0.374 6.642 1.685  -0.253
C28 -2.782 -1.574 1.994  0.224
C29 -2.467 -3.192 -2.269  -0.288
C30 2.694 -1.175 1.899  0.021
C31 0.465 -0.545 -4.071  -0.168
C32 -1.098 0.975 -1.244  0.791
C33 0.206 -4.977 2.626  -0.318
C34 5.717 -1.006 1.342  -0.182
C35 -5.851 1.914 -0.319  0.313
C36 -0.732 2.396 -1.617  -0.264
C37 3.391 -1.797 0.829  0.084
C38 -1.269 4.368 -2.913  -0.304
C39 -0.681 1.950 -7.196  -0.254
C40 -1.158 -0.649 3.248  0.183
C41 -1.849 2.339 3.085  -0.177
C42 -5.477 1.727 1.005  -0.319
C43 -1.099 -2.166 -4.849  -0.190
C44 2.240 -0.112 3.839  -0.340
C45 0.258 4.042 2.491  -0.336
C46 -0.260 0.391 3.215  -0.094
C47 -4.891 -0.218 -0.874  -0.143
C48 -0.081 -2.345 -2.500  0.115
C49 -0.102 4.975 -2.456  -0.197
C50 0.434 3.019 -1.147  0.353
C51 2.442 -2.466 -2.579  -0.243
C52 5.413 -3.257 0.619  -0.202
C53 -0.629 -2.059 3.445  -0.293
C54 -1.041 4.530 2.508  0.302
C55 -1.352 -1.382 -5.954  -0.254
C56 3.416 -2.408 -1.632  -0.251
C57 -1.280 -2.635 -1.763  0.045
C58 -2.098 -2.897 2.248  -0.291
C59 4.847 -2.016 0.937  -0.007
C60 3.232 -0.798 3.153  -0.253
C61 1.118 -0.110 3.007  0.244
H1 -5.949 1.030 -2.258  0.217
H2 -5.706 2.470 1.758  0.210
H3 0.404 6.876 2.418  0.165
H4 7.713 -0.401 1.788  0.215
H5 9.661 -1.440 2.644  0.174
H6 9.731 -0.861 0.960  0.176
H7 0.863 1.536 -0.093  0.515
H8 1.093 4.689 2.262  0.215
H9 -2.060 -1.696 -6.711  0.214
H10 -2.569 -3.745 -3.187  0.200
H11 0.153 5.977 -2.782  0.198
H12 7.201 -4.440 0.477  0.219
H13 -2.577 -3.736 1.751  0.241
H14 10.832 -2.145 1.505  0.194
H15 -7.189 3.968 0.920  0.167
H16 2.292 0.326 4.824  0.217
H17 0.395 2.015 -7.384  0.170
H18 4.767 -4.066 0.302  0.223
H19 1.152 -0.179 -3.322  0.224
H20 -5.525 4.405 0.450  0.185
H21 0.826 -5.831 2.381  0.221
H22 -6.905 4.971 -0.518  0.191
H23 -4.516 0.452 2.408  0.225
H24 1.507 2.331 2.700  0.213
H25 -2.672 1.680 3.310  0.233
H26 -2.612 -2.490 4.375  0.217
H27 4.479 -2.494 -1.788  0.223
H28 1.658 4.767 -1.234  0.209
H29 4.216 -1.040 3.516  0.217
H30 -4.665 -0.954 -1.630  0.234
H31 -0.863 7.565 1.380  0.189
H32 -1.932 4.892 -3.590  0.201
H33 -0.911 2.467 -6.260  0.190
H34 0.256 -2.121 4.072  0.241
H35 5.323 -0.020 1.545  0.226
H36 -2.454 2.564 -2.833  0.229
H37 -1.611 -3.111 -4.761  0.209
H38 0.845 -3.952 0.945  0.234
H39 -4.480 -3.306 -1.356  0.207
H40 -3.092 4.075 2.849  0.211
H41 -2.004 -4.606 5.243  0.217
H42 0.718 1.207 -5.254  0.221
H43 -1.216 2.428 -8.014  0.190
H44 2.554 -2.655 -3.634  0.223
H45 0.083 6.172 0.810  0.190